Entry 1:
This record from OMol25 describes a structure of composition C33H39Cl3N3O4RbSeSi. The level of theory is ωB97M-V/def2-TZVPD.

Output
relative energy (zero: lowest compared OMol25 entry of this formula, charge and spin)	25.69	kJ/mol
LUMO level	3.5	eV
highest occupied orbital energy	-0.063	hartree
HOMO-LUMO gap	5.203	eV
net charge	-2

```
85
Properties=species:S:1:pos:R:3:forces:R:3
C -6.273282 -4.162409 2.342194 0.0021 -0.0021 0.0077
C -5.985179 -4.277830 0.988672 0.0040 -0.0043 -0.0057
C 0.801500 -5.070439 -7.822421 0.0026 -0.0007 0.0118
H -0.025225 -0.703421 -5.180074 0.0065 -0.0019 -0.0011
H 5.227418 2.274228 -3.249365 0.0027 0.0033 0.0013
N -0.830944 -2.212250 -1.034694 -0.0021 0.0306 -0.0038
O -0.292680 1.805654 2.865349 -0.0845 0.0878 -0.0023
C 1.434320 -5.731630 -8.863849 0.0027 -0.0010 -0.0046
H -1.638662 -1.531968 6.428501 -0.0023 0.0010 -0.0034
C -3.763335 1.752951 1.953979 -0.0085 -0.0097 -0.0001
C -0.519391 -5.475390 -10.212393 0.0038 -0.0025 -0.0064
H 0.793000 3.133397 3.178037 0.1366 -0.0092 0.1193
C 3.725048 1.334868 -2.061288 0.0160 0.0033 -0.0323
H -2.232611 -4.739767 3.585930 -0.0025 0.0018 0.0024
C 3.175346 0.998510 -0.781877 -0.0114 0.0269 0.0228
H -4.606887 -3.762396 -0.576014 0.0001 0.0010 0.0000
C -1.430087 2.208125 2.549485 0.0946 0.0299 0.0234
H -3.065235 2.452055 6.196297 -0.0031 0.0041 0.0010
H -1.526297 -0.869309 -4.291594 -0.0033 0.0128 0.0186
H -2.523387 3.897021 2.113488 -0.0055 -0.0043 0.0051
H -3.884290 2.425829 1.098028 0.0026 -0.0031 0.0027
H -3.941388 -4.317994 5.391783 -0.0058 -0.0013 -0.0023
C -0.399006 -2.090582 -2.093430 0.0156 -0.0327 0.0131
H -0.934032 4.158023 2.717975 -0.0134 -0.0107 -0.0049
H -1.003523 -4.845610 4.858163 0.0001 -0.0024 0.0031
H -5.523275 2.554736 6.522726 0.0008 0.0015 0.0007
H -3.814606 -2.906714 6.454896 0.0026 -0.0002 -0.0029
H -5.939091 -1.160923 4.454774 -0.0096 -0.0077 0.0011
H 1.232795 -1.811637 -3.323703 0.0057 -0.0013 -0.0105
H -2.165374 -4.454924 -9.292912 0.0010 -0.0011 -0.0001
Rb 0.339534 -0.580299 1.264018 -0.0617 -0.0031 -0.0379
H -2.728454 -4.286194 6.672618 0.0027 -0.0013 0.0018
C -4.273329 -2.818421 2.682154 -0.0055 -0.0198 -0.0012
Cl 3.395663 1.211783 1.914444 -0.0058 0.0142 0.0025
H -4.337604 0.851800 1.744728 -0.0032 0.0090 -0.0054
Se -1.384814 -3.689664 -6.517343 0.0042 0.0080 -0.0041
C -4.004864 -2.951706 1.315308 0.0026 0.0075 0.0040
H -0.038384 -2.851043 -4.003919 0.0151 0.0028 0.0008
Si -3.002911 -1.843527 3.700093 -0.0136 -0.0362 0.0000
C -0.450238 -0.743263 -4.178975 0.0105 0.0041 0.0243
C 3.964849 1.525741 0.290551 0.0067 -0.0129 0.0167
H 1.323564 -4.912834 -6.886519 0.0011 -0.0012 -0.0003
C -3.130630 0.568673 5.174767 -0.0247 0.0134 -0.0028
N -1.734492 3.547496 2.627214 0.0214 0.0044 0.0081
H -5.668347 -3.376550 4.228568 -0.0015 -0.0066 0.0093
C 5.122468 2.258613 0.134478 -0.0007 0.0057 -0.0201
C -5.292907 -0.390531 4.858471 0.0069 0.0164 0.0014
H 5.659308 2.616316 1.002291 0.0021 0.0032 -0.0001
C -3.912425 -0.480809 4.673619 -0.0076 0.0116 0.0259
O 2.124027 0.327894 -0.615763 0.0021 -0.0203 -0.0128
H -2.199684 0.340548 2.374609 -0.0311 0.1218 -0.0627
C -0.512834 -4.590278 -7.938920 0.0023 -0.0014 -0.0120
C -3.239744 -3.669901 5.921120 -0.0111 0.0137 -0.0005
C 4.879007 2.066049 -2.247110 -0.0037 0.0008 0.0034
C 0.782587 -5.943977 -10.073715 -0.0043 0.0033 0.0013
C -1.174699 -2.283284 5.784080 -0.0035 0.0083 -0.0025
C 0.154412 -1.934992 -3.436743 -0.0313 -0.0098 -0.0302
C -4.846838 -3.671910 0.476472 0.0026 0.0000 0.0021
H -0.238764 0.188063 -3.653130 -0.0170 -0.0030 -0.0114
H -3.111716 -2.487810 0.910687 -0.0059 0.0030 -0.0034
C -1.150794 -4.814348 -9.170099 -0.0069 -0.0004 0.0094
O 1.260871 3.992332 3.313268 -0.1484 0.0130 -0.1483
C -5.423709 -3.444139 3.173880 -0.0071 0.0010 -0.0164
H -7.159070 -4.635956 2.750849 -0.0003 0.0005 0.0012
C -1.521159 -4.157292 4.177072 0.0040 0.0054 0.0010
H 2.451502 -6.085422 -8.728953 0.0015 0.0003 0.0014
H 1.277280 -6.460320 -10.888153 0.0000 -0.0005 -0.0003
C -5.871820 0.686933 5.520834 -0.0068 0.0031 -0.0001
H -0.618189 -2.975949 6.429236 0.0034 -0.0006 0.0032
H -6.642304 -4.842123 0.337435 -0.0023 0.0043 -0.0003
C -2.221365 -3.046485 4.966569 0.0086 0.0058 -0.0243
O -1.916695 -1.175597 2.760457 0.0596 -0.0376 0.0043
H -0.460226 -1.772061 5.134651 -0.0003 -0.0046 0.0013
H -1.051274 -5.626580 -11.146758 0.0006 0.0002 0.0007
C -5.074678 1.709530 6.013648 -0.0005 0.0031 0.0032
Cl 7.047192 3.460255 -1.368818 0.0080 0.0015 0.0001
N -2.386549 1.363560 2.145871 0.0361 -0.1837 0.0535
Cl 2.859767 0.778196 -3.467156 0.0029 -0.0067 0.0066
H -0.781935 -3.742541 3.488152 -0.0001 0.0001 -0.0010
H 1.914508 4.006808 2.607024 0.0488 -0.0306 0.0409
H -6.948564 0.732644 5.640348 0.0003 0.0003 0.0029
H -2.058106 0.553897 5.009068 0.0024 0.0003 0.0032
C -3.697797 1.649496 5.835552 0.0138 -0.0071 -0.0019
C 5.579422 2.527900 -1.144195 -0.0159 -0.0130 0.0084
H -4.191730 2.224636 2.845531 0.0027 0.0023 0.0033
```
Forces are in eV/Å.

Entry 2:
This record from OMol25 describes a structure of composition C33H39FN3O8PdS3. The level of theory is ωB97M-V/def2-TZVPD.

Output
<S²>	6.061
LUMO level (spin up / spin down)	-7.4 / -10.6	eV
highest occupied orbital energy (spin up / spin down)	-0.544 / -0.543	hartree
multiplicity	5
HOMO-LUMO gap (spin up / spin down)	7.375 / 4.197	eV
net charge	+3

```
88
Properties=species:S:1:pos:R:3:forces:R:3
H 9.101374 0.937333 -2.141674 0.0301 0.0344 0.0224
H -7.125119 1.599618 0.612664 0.0177 -0.0398 -0.0190
C 3.876472 0.829498 3.547856 0.0126 -0.0961 0.0005
H -7.939081 1.395261 -5.520193 0.0124 -0.0158 0.0287
H -9.134195 2.543875 -3.682127 0.0353 -0.0167 -0.0352
H -5.558541 0.747771 -5.283184 -0.0607 0.0130 -0.0168
C -5.904209 -1.192638 0.986665 -0.0243 -0.0527 -0.0192
C -6.108821 1.249943 0.424649 -0.0626 0.1765 0.0075
C 3.431778 0.887585 1.068334 0.1041 0.0228 0.0344
H 6.814611 0.787793 -2.865273 0.0915 0.0100 0.0405
H -3.201417 -4.784710 2.018399 0.0004 0.0707 0.0590
C -2.599682 -2.843834 4.736501 0.0072 0.0313 0.0130
C -8.097344 2.259251 -3.562150 -0.0266 -0.0320 -0.1814
C 4.132950 -0.640926 3.855193 -0.0189 0.0239 -0.0589
C 1.663565 1.105219 2.661811 0.3732 0.0313 -0.0167
C 2.510880 0.994800 0.023292 -0.0890 0.0205 0.2915
C -7.415287 1.610713 -4.597369 0.0730 0.0197 0.0651
H 9.665954 0.434719 0.712385 0.0770 -0.0121 -0.0250
H -4.328287 1.271898 -3.199978 -0.1193 -0.0017 0.0605
H 2.277040 0.878708 -2.099380 0.0445 -0.0137 0.0189
H -5.563621 -3.341413 1.161022 -0.0341 -0.0140 -0.0474
H 8.938806 -0.563923 -3.047073 0.0827 -0.0583 -0.0270
C 4.788353 0.683604 0.803183 0.0040 0.0695 0.1881
O -1.695798 1.216688 1.378516 -0.2710 -0.0155 0.1703
H 4.848896 -0.711954 4.673423 -0.0272 -0.0026 -0.0068
H -7.939440 3.083195 -1.588951 0.0548 -0.0665 -0.0233
N 6.630448 0.374751 -0.761803 0.0739 -0.0822 0.0061
C 8.621789 -0.036980 -2.152353 -0.0490 -0.0519 0.0546
C -5.375407 1.535894 -3.315452 0.0044 0.0292 -0.0436
H 4.790226 1.376800 3.337223 0.0023 0.0546 -0.0403
H 3.396827 1.323256 4.387468 -0.0329 0.0329 0.0233
H -6.896247 -1.360351 1.408528 0.0042 -0.0218 0.0243
N 2.959539 0.985065 2.388648 -0.1632 -0.0589 0.1766
H -5.275618 -0.826989 1.803455 -0.0227 0.0141 -0.0472
Pd -1.868979 0.652005 -0.615090 0.0640 -0.5311 0.0975
C 7.664007 0.952884 0.092330 -0.0807 -0.0527 -0.2062
C 0.672870 1.210048 1.692505 0.0991 -0.0894 -0.1602
C -6.096383 2.145252 -2.282948 -0.1438 0.1540 0.1030
C -3.141825 -2.630782 2.045766 0.0499 0.1213 0.0566
S -5.341871 2.408276 -0.759294 0.2264 -0.3502 0.1686
C -5.980957 -0.161102 -0.145180 -0.0431 -0.0426 0.0498
H 3.212605 -1.136759 4.164981 0.0302 0.0099 -0.0105
H -5.500644 1.404643 1.319589 -0.0120 0.0474 -0.0314
C -2.799889 -3.992601 3.980353 -0.0085 -0.0286 -0.0237
C -5.349964 -2.517882 0.478093 -0.0121 0.0468 -0.0689
H 8.068517 1.863677 -0.357905 0.0092 0.0225 0.0032
C 7.102228 0.045458 -2.120318 0.1809 0.0986 0.1192
O -0.621993 -0.843729 -1.680599 0.0020 0.2163 -0.0745
H -2.951126 -0.504856 2.303600 0.0001 -0.0129 0.0036
H 10.128042 -0.923328 -1.004369 0.0743 -0.0111 -0.0252
H 4.535915 -1.171058 2.990687 -0.0047 0.0152 0.0487
H 6.676441 -0.909512 -2.427897 0.0000 -0.0137 -0.0069
H 8.703483 -1.715488 -0.942070 -0.0243 -0.0566 0.0253
C -2.652811 -1.589552 4.139899 -0.0108 0.0108 -0.0131
H 5.474388 0.608773 1.630190 0.0285 -0.0520 -0.0134
H 7.274254 1.246314 1.057410 -0.1243 0.0454 0.0863
H 0.228542 1.151072 -3.487844 0.0193 -0.0651 -0.0674
S -3.538101 -2.539496 0.316245 0.2429 -0.0862 -0.0646
C -6.068830 1.251341 -4.472951 -0.1274 0.0490 -0.0842
C 5.277620 0.557927 -0.496608 -0.0241 -0.0239 -0.0402
H -6.819645 -0.376969 -0.809618 -0.0075 0.0377 0.0328
O 0.330519 1.571655 -0.617986 -0.3130 0.1643 -0.5197
H 0.774835 -0.446597 -4.137348 -0.0714 0.0533 -0.0028
F 4.671441 0.400517 -2.780693 -0.2514 0.0497 -0.1766
C -7.437560 2.552743 -2.392021 0.0839 -0.0708 -0.0205
H -5.741346 -2.778210 -0.508047 -0.0093 0.0089 0.0374
C -0.758037 1.270033 2.225874 0.1229 -0.0330 -0.0334
O -2.309490 0.467074 -2.714553 0.1251 -0.0721 -0.0384
H -2.396296 -2.926938 5.797392 -0.0150 -0.0048 -0.0542
C -3.063435 -3.891463 2.621524 -0.0097 -0.0954 0.0063
C -0.066289 0.233439 -3.997919 0.1185 0.0874 -0.0926
C 2.969252 0.825313 -1.268324 0.0797 -0.0365 -0.3350
C 1.090183 1.271605 0.288904 0.3134 -0.0213 0.4554
H 1.363779 1.136007 3.702625 -0.0065 -0.0182 -0.0206
H -5.065812 -0.232160 -0.728713 0.0349 -0.0031 -0.0284
H -0.525978 0.461657 -4.958974 0.0466 -0.0134 0.0448
C 4.300196 0.588198 -1.513321 -0.1425 0.0562 0.1310
C -2.925658 -1.475101 2.782035 0.0333 -0.0353 0.1020
H 8.469496 -0.817768 1.065551 -0.0126 -0.0391 -0.0074
H -2.490000 -0.692917 4.725992 0.0160 -0.0465 -0.0307
O -0.843956 1.352149 3.441040 -0.0628 0.0377 -0.0661
C 8.770667 -0.060876 0.346548 -0.0007 0.0101 -0.0113
N 9.119581 -0.784278 -0.944754 -0.1136 0.1150 -0.0325
S -1.267554 -0.577874 -3.008458 -0.1984 -0.2484 0.0569
O -1.746771 -1.726205 -3.699591 0.0398 0.0389 0.0226
O -3.144585 -1.157370 -0.155111 -0.3029 0.3089 0.0474
O -3.907791 2.112351 -0.798091 -0.0153 0.3004 -0.0007
H -2.746714 -4.969044 4.445246 0.0037 0.0459 -0.0144
```
Forces are in eV/Å.

no.,maximum force (eV Å⁻¹)
1,0.2
2,0.6